2 unconnected molecules or ions with the total composition C4H8FNO, computed with the ωB97M-V functional and the def2-TZVPD basis.

```
15
Properties=species:S:1:pos:R:3:mulliken_charge:R:1
C 0.476 -1.561 0.536 0.0011
C -0.958 -0.258 -0.991 -1.2014
C 0.139 0.983 1.082 -1.0200
C -0.082 -0.204 0.190 0.7711
N 2.154 -0.535 -0.835 -0.2536
O 0.153 -2.661 0.048 -0.5734
F 2.661 0.365 0.041 -0.1373
H 1.143 -1.540 1.496 0.3423
H -0.367 0.032 -1.915 0.2839
H -1.867 0.360 -0.955 0.3769
H -1.224 -1.370 -1.094 0.3018
H -0.575 1.850 0.795 0.3225
H 1.234 1.341 1.054 0.2302
H -0.068 0.725 2.160 0.3128
H 2.530 -1.436 -0.761 0.2431
```

The maximum force comes out at 4.67 eV Å⁻¹. For the orbital gap (alpha / beta), the calculation gives 7.72 / 8.90 eV.

C4H8FOP in the gas phase, computed with the ωB97M-V functional and the def2-TZVPD basis.

```
15
Properties=species:S:1:pos:R:3:mulliken_charge:R:1
C 0.196 -0.140 -1.039 0.5291
C -0.466 1.079 -1.553 -1.1847
C -1.342 -0.711 0.902 -1.1390
C 0.171 -0.234 0.446 0.6879
O 0.645 -1.083 -1.590 -0.5110
F 0.378 0.995 1.034 -0.3144
P 1.624 -1.349 0.956 -0.0685
H 0.176 1.957 -1.518 0.2980
H -0.779 0.959 -2.697 0.3097
H -1.482 1.282 -1.161 0.3333
H -2.005 -0.077 0.308 0.2754
H -1.551 -1.753 0.738 0.3457
H -1.407 -0.446 1.951 0.3653
H 1.397 -0.834 2.220 0.0353
H 2.568 -0.440 0.552 0.0379
```

The maximum force comes out at 4.75 eV Å⁻¹. For the orbital gap, the calculation gives 10.22 eV. The structure (SMILES) is CC(=O)[C@](C)(F)P.

no.,DFT total energy (eV)
1,-10527.0301
2,-18329.9838